Run A
Molecular formula: C5H11N2
Method: DFT, ωB97M-V/def2-TZVPD

Calculated values
highest occupied orbital energy = -0.52768 Eh
SMILES = C=N/C=[N+](/C)CC
charge = +1

Atoms and positions in Å:
C1 3.035 0.325 -0.041
C2 0.902 -0.980 -0.194
C3 -0.989 1.613 -0.336
C4 -1.575 -1.532 -0.122
C5 -0.690 0.476 0.706
N1 1.945 -0.309 0.151
N2 -0.326 -0.893 0.295
H1 3.845 0.143 0.685
H2 3.006 1.108 -0.671
H3 1.026 -1.861 -0.860
H4 -2.011 1.689 -0.408
H5 -0.589 2.624 -0.060
H6 -0.478 1.474 -1.318
H7 -2.260 -1.512 0.635
H8 -2.060 -1.078 -0.984
H9 -1.345 -2.519 -0.272
H10 -0.004 0.984 1.348
H11 -1.432 0.250 1.447

These are the Mulliken partial charges, in e, on atoms 1 to 5: atom 1 (C): -0.1916, atom 2 (C): 0.1358, atom 3 (C): -1.0518, atom 4 (C): -0.9899, atom 5 (C): -0.9588

=====

Run B
Molecular formula: C5H11N2
Method: DFT, ωB97M-V/def2-TZVPD

Calculated values
highest occupied orbital energy = -0.55161 Eh
charge = +1

Atoms and positions in Å:
C1 1.511 0.387 0.564
C2 3.772 0.013 -0.278
C3 -3.068 -0.754 0.421
C4 2.350 0.209 -0.423
C5 -2.736 0.444 -0.406
N1 -1.427 0.874 -0.581
N2 -0.494 0.288 0.057
H1 4.375 0.534 -1.004
H2 3.971 -1.026 -0.433
H3 4.234 0.131 0.624
H4 -2.825 -1.531 -0.235
H5 -2.382 -0.555 1.264
H6 -4.167 -0.803 0.880
H7 1.528 0.552 1.556
H8 2.130 -0.093 -1.416
H9 -3.141 0.473 -1.364
H10 -3.076 1.397 0.038
H11 -0.556 -0.542 0.736

These are the Mulliken partial charges, in e, on atoms 1 to 5: atom 1 (C): -0.2269, atom 2 (C): -1.3210, atom 3 (C): -0.9455, atom 4 (C): 0.2412, atom 5 (C): -0.1839

=====

Run C
Molecular formula: C5H11N2
Method: DFT, ωB97M-V/def2-TZVPD

Calculated values
highest occupied orbital energy = -0.54519 Eh
SMILES = C/N=C/C=[N+](C)C
charge = +1

Atoms and positions in Å:
C1 1.092 -0.036 -0.400
C2 -0.174 0.630 -0.261
C3 3.317 -0.161 -0.004
C4 -1.600 -1.202 0.262
C5 -2.320 1.089 0.116
N1 2.135 0.615 -0.096
N2 -1.340 0.149 -0.144
H1 1.105 -1.103 -0.544
H2 -0.070 1.676 -0.142
H3 3.025 -1.188 0.290
H4 3.839 -0.280 -0.957
H5 3.991 0.413 0.606
H6 -2.191 -1.683 -0.630
H7 -0.742 -1.767 0.536
H8 -2.217 -1.298 1.121
H9 -3.108 0.730 0.752
H10 -1.999 2.150 0.357
H11 -2.744 1.265 -0.864

These are the Mulliken partial charges, in e, on atoms 1 to 5: atom 1 (C): -0.5914, atom 2 (C): 0.5454, atom 3 (C): -0.7261, atom 4 (C): -0.9391, atom 5 (C): -0.8925

=====

run C comes first in stability; the runner-up is 0.310 eV higher.

=====

Run A
Molecular formula: C5H11N2
Method: DFT, ωB97M-V/def2-TZVPD

Calculated values
highest occupied orbital energy = -0.47703 Eh
SMILES = C=N/C=C\CC[NH3+]
charge = +1

Atoms and positions in Å:
C1 -1.868 0.072 0.790
C2 -1.302 -0.441 -0.559
C3 -0.001 -1.338 -0.681
C4 1.226 -0.894 -0.318
N1 1.543 0.476 -0.260
C5 2.686 0.781 -0.916
N2 -0.838 1.036 1.471
H1 -1.758 -0.843 1.425
H2 -2.723 0.600 0.569
H3 -1.223 0.289 -1.368
H4 -1.972 -1.251 -1.045
H5 -0.186 -2.397 -0.882
H6 2.125 -1.564 -0.445
H7 3.416 -0.003 -1.010
H8 2.649 1.752 -1.436
H9 -0.358 0.664 2.273
H10 -0.129 1.176 0.759
H11 -1.288 1.884 1.633

These are the Mulliken partial charges, in e, on atoms 1 to 5: atom 1 (C): -0.5207, atom 2 (C): -0.7281, atom 3 (C): -0.4322, atom 4 (C): -0.2611, atom 5 (N): -0.3362

=====

Run B
Molecular formula: C5H11N2
Method: DFT, ωB97M-V/def2-TZVPD

Calculated values
highest occupied orbital energy = -0.54845 Eh
SMILES = CC1(C(N)=[NH2+])CC1
charge = +1

Atoms and positions in Å:
C1 -0.552 -0.290 0.007
C2 -1.430 0.660 -0.649
C3 -1.415 0.654 0.896
C4 1.157 0.129 0.057
C5 -0.783 -1.769 -0.297
N1 2.415 -0.486 0.005
N2 1.210 1.382 -0.073
H1 -2.163 0.152 -1.092
H2 -1.075 1.421 -1.196
H3 -1.005 1.600 1.321
H4 -2.119 0.185 1.463
H5 -0.081 -2.476 0.274
H6 -0.542 -1.862 -1.324
H7 -1.793 -2.109 -0.132
H8 3.049 0.222 0.151
H9 0.394 1.991 0.064
H10 2.068 1.912 0.085
H11 2.664 -1.316 0.440

These are the Mulliken partial charges, in e, on atoms 1 to 5: atom 1 (C): 1.2488, atom 2 (C): -0.9722, atom 3 (C): -0.6031, atom 4 (C): 0.3231, atom 5 (C): -1.5877

=====

run B comes first in stability; the runner-up is 0.387 eV higher.

=====

Run A
Molecular formula: C7H10
Method: DFT, ωB97M-V/def2-TZVPD

Calculated values
highest occupied orbital energy = -0.28288 Eh
charge = 0

Atoms and positions in Å:
C1 -1.888 0.074 0.418
C2 0.917 1.452 -1.021
C3 1.177 1.298 0.462
C4 1.568 0.001 -0.169
C5 0.392 -0.909 -0.378
C6 -0.804 -0.997 0.574
C7 0.526 0.149 -1.433
H1 -2.741 -0.165 1.060
H2 -1.543 1.074 0.688
H3 -2.245 0.126 -0.615
H4 0.395 1.174 1.210
H5 1.952 1.978 0.812
H6 2.588 -0.319 -0.356
H7 0.703 -1.888 -0.747
H8 -0.452 -1.032 1.614
H9 -1.271 -1.970 0.384
H10 0.662 -0.143 -2.475

These are the Mulliken partial charges, in e, on atoms 1 to 5: atom 1 (C): -1.1709, atom 2 (C): -0.3767, atom 3 (C): -0.4009, atom 4 (C): -0.3506, atom 5 (C): 0.2582

=====

Run B
Molecular formula: C7H10
Method: DFT, ωB97M-V/def2-TZVPD

Calculated values
highest occupied orbital energy = -0.29597 Eh
SMILES = C=CC(=C)/C=C/C
charge = 0

Atoms and positions in Å:
C1 0.996 1.385 -0.819
C2 0.816 1.836 -2.072
C3 1.569 -0.997 -1.209
C4 1.002 -0.049 -0.426
C5 0.143 -0.516 0.689
C6 -0.962 0.015 1.235
C7 -1.896 -0.944 1.966
H1 0.798 2.010 0.043
H2 0.632 2.889 -2.213
H3 0.502 1.144 -2.841
H4 1.864 -1.883 -0.632
H5 1.615 -1.073 -2.285
H6 0.524 -1.449 1.101
H7 -1.282 1.029 1.010
H8 -2.891 -0.890 1.522
H9 -1.918 -0.555 2.996
H10 -1.513 -1.953 1.935

These are the Mulliken partial charges, in e, on atoms 1 to 5: atom 1 (C): -0.3125, atom 2 (C): -0.6631, atom 3 (C): -0.7117, atom 4 (C): 0.4394, atom 5 (C): -0.4256

=====

run B comes first in stability; the runner-up is 1.377 eV higher.

=====

Run A
Molecular formula: C7H10
Method: DFT, ωB97M-V/def2-TZVPD

Calculated values
highest occupied orbital energy = -0.29618 Eh
charge = 0

Atoms and positions in Å:
C1 -0.369 -1.882 -0.080
C2 0.610 -0.779 0.052
C3 0.549 0.002 -2.040
C4 0.807 0.368 -0.789
C5 -0.846 2.247 0.748
C6 -0.461 1.266 1.457
C7 -0.045 0.192 2.009
H1 -0.019 -2.644 -0.780
H2 -0.438 -2.355 0.902
H3 -1.341 -1.514 -0.390
H4 1.603 -1.154 0.262
H5 1.027 0.488 -2.864
H6 -0.281 -0.618 -2.371
H7 1.590 1.074 -0.515
H8 -1.875 2.176 0.466
H9 -0.346 3.179 0.903
H10 -0.164 -0.047 3.032

These are the Mulliken partial charges, in e, on atoms 1 to 5: atom 1 (C): -1.3682, atom 2 (C): 0.3434, atom 3 (C): -0.7614, atom 4 (C): -0.3489, atom 5 (C): -0.7847

=====

Run B
Molecular formula: C7H10
Method: DFT, ωB97M-V/def2-TZVPD

Calculated values
highest occupied orbital energy = -0.30482 Eh
charge = 0

Atoms and positions in Å:
C1 1.431 -0.662 -0.744
C2 -0.034 -0.823 1.303
C3 -1.162 -0.979 0.301
C4 -1.127 0.222 -0.614
C5 -0.306 1.264 0.085
C6 0.115 0.679 1.410
C7 0.321 0.410 -1.014
H1 1.873 -0.845 0.261
H2 1.254 -1.691 -1.107
H3 2.266 -0.284 -1.316
H4 -2.036 -1.017 0.975
H5 -1.158 -1.927 -0.248
H6 -1.953 0.494 -1.274
H7 -0.520 2.329 -0.046
H8 -0.571 0.889 2.249
H9 1.108 1.018 1.730
H10 0.500 0.924 -1.952

These are the Mulliken partial charges, in e, on atoms 1 to 5: atom 1 (C): -1.4692, atom 2 (C): -0.7025, atom 3 (C): -0.5470, atom 4 (C): -0.3358, atom 5 (C): -0.2698

=====

run B comes first in stability; the runner-up is 1.399 eV higher.

=====

Run A
Molecular formula: C7H10
Method: DFT, ωB97M-V/def2-TZVPD

Calculated values
highest occupied orbital energy = -0.32269 Eh
SMILES = C1[C@@H]2CC3(CC3)[C@H]12
charge = 0

Atoms and positions in Å:
C1 -1.781 -0.153 0.202
C2 -1.670 0.779 -0.951
C3 -0.419 0.256 -0.272
C4 0.572 -0.650 -0.998
C5 1.354 -0.748 0.311
C6 1.891 0.561 0.822
C7 0.451 0.281 0.989
H1 -2.091 -1.188 0.170
H2 -1.990 0.364 1.142
H3 -1.805 0.251 -1.896
H4 -2.107 1.773 -0.936
H5 0.122 -1.580 -1.361
H6 1.139 -0.200 -1.828
H7 1.685 -1.695 0.722
H8 2.201 1.373 0.174
H9 2.452 0.455 1.749
H10 -0.005 0.119 1.962

These are the Mulliken partial charges, in e, on atoms 1 to 5: atom 1 (C): -0.8105, atom 2 (C): -0.5672, atom 3 (C): 0.7988, atom 4 (C): -0.9665, atom 5 (C): -0.1632

=====

Run B
Molecular formula: C7H10
Method: DFT, ωB97M-V/def2-TZVPD

Calculated values
highest occupied orbital energy = -0.33032 Eh
SMILES = C=C=C1[C@@H](C)[C@H]1C
charge = 0

Atoms and positions in Å:
C1 -1.768 -1.154 -0.012
C2 -0.502 -0.667 -0.677
C3 -0.078 0.802 -0.715
C4 -0.882 1.904 -0.063
C5 0.670 -0.189 0.082
C6 1.792 -0.491 0.635
C7 3.005 -0.828 0.984
H1 -2.628 -1.037 -0.681
H2 -1.671 -2.218 0.230
H3 -1.976 -0.619 0.918
H4 -0.225 -1.244 -1.561
H5 0.443 1.111 -1.622
H6 -0.233 2.758 0.156
H7 -1.682 2.247 -0.728
H8 -1.328 1.577 0.880
H9 3.682 -1.082 0.174
H10 3.381 -0.870 1.999

These are the Mulliken partial charges, in e, on atoms 1 to 5: atom 1 (C): -1.3107, atom 2 (C): -0.0289, atom 3 (C): -0.0142, atom 4 (C): -1.3041, atom 5 (C): 0.2694

=====

run B comes first in stability; the runner-up is 0.607 eV higher.

=====

Run A
Molecular formula: C7H10
Method: DFT, ωB97M-V/def2-TZVPD

Calculated values
highest occupied orbital energy = -0.25268 Eh
charge = 0

Atoms and positions in Å:
C1 0.978 1.149 -0.978
C2 1.364 -0.237 -1.417
C3 0.371 -0.071 -0.309
C4 0.651 -0.386 1.133
C5 -0.551 -0.473 1.794
C6 -1.667 -0.198 0.883
C7 -1.112 -0.405 -0.509
H1 0.339 1.734 -1.636
H2 1.706 1.730 -0.418
H3 2.355 -0.602 -1.159
H4 1.001 -0.587 -2.381
H5 1.596 -0.182 1.619
H6 -0.788 0.755 1.488
H7 -0.736 -0.582 2.860
H8 -2.722 -0.361 1.133
H9 -1.192 -1.471 -0.805
H10 -1.592 0.186 -1.298

These are the Mulliken partial charges, in e, on atoms 1 to 5: atom 1 (C): -0.8609, atom 2 (C): -0.5513, atom 3 (C): 0.9236, atom 4 (C): -1.0750, atom 5 (C): -0.1568

=====

Run B
Molecular formula: C7H10
Method: DFT, ωB97M-V/def2-TZVPD

Calculated values
highest occupied orbital energy = -0.28073 Eh
charge = 0

Atoms and positions in Å:
C1 1.326 -0.262 1.035
C2 1.420 0.825 0.026
C3 1.164 -0.590 -0.424
C4 -0.240 -0.498 -0.992
C5 -1.419 -0.804 -0.029
C6 -1.583 0.721 0.193
C7 -0.508 1.026 -0.857
H1 2.286 -0.556 1.457
H2 0.501 -0.338 1.739
H3 2.323 1.409 -0.133
H4 1.924 -1.199 -0.909
H5 -0.318 -0.913 -2.003
H6 -1.154 -1.394 0.855
H7 -2.280 -1.277 -0.508
H8 -2.533 1.126 -0.182
H9 -1.452 1.107 1.210
H10 0.543 1.617 -0.478

These are the Mulliken partial charges, in e, on atoms 1 to 5: atom 1 (C): -0.6505, atom 2 (C): -0.0616, atom 3 (C): -0.4990, atom 4 (C): 0.2663, atom 5 (C): -0.9369

=====

run A comes first in stability; the runner-up is 1.675 eV higher.